(1)
DFT (ωB97M-V/def2-TZVPD) results for C31H21Br3N4O5S3W as an isolated structure.

Structure (XYZ):
```
68
Properties=species:S:1:pos:R:3
C 1.58358 2.71814 3.57982
H 2.95206 -2.63527 -3.08901
C 2.59404 1.98148 -0.93628
H -3.18894 5.27997 -3.58160
S 0.36850 -1.95422 1.55774
C -2.14348 -5.13659 -1.25948
H -1.26399 3.73347 0.17687
C -2.29595 2.02586 -3.64350
C -1.58421 3.07725 -1.59237
N -1.71868 -0.43879 -1.98683
O -3.54662 0.36293 1.41328
N 1.94522 1.68048 0.18338
H 5.27414 -2.06846 0.48922
H -2.18611 -4.67409 4.52723
N -1.02943 -1.43269 -1.29443
Br 3.50203 -0.53469 2.16058
H 4.01667 3.21954 -1.93508
H 4.49317 4.59156 0.08473
O -0.99870 2.96831 -0.35054
C 3.51534 3.02066 -0.99909
O 0.09246 0.76283 -1.27558
H 5.09030 -3.01760 -1.81375
W 0.35785 0.11924 0.50607
C -1.16351 -2.23551 2.41156
C -3.47411 -1.93069 3.04153
Br 4.42476 5.62010 2.71432
H -2.04284 -4.96428 -3.41636
C -1.11608 0.67509 -1.91972
H -1.74428 -6.14845 -1.30176
C 2.08001 -1.53510 -1.50260
H -2.35740 1.13439 -4.25397
H -2.09130 5.14597 -1.38212
C -1.50531 -2.61358 -1.52789
C 3.32001 -1.22431 0.42209
N 2.17899 -1.01790 -0.25533
C 4.38346 -1.93484 -0.10666
C -2.56054 -0.26944 1.54723
O 0.62209 1.01394 2.15736
C -2.84427 3.21922 -4.07256
S -2.87246 -2.88178 -2.56899
C -1.65426 1.94547 -2.41046
H -4.38120 -1.34727 2.95992
C 3.09475 -2.24780 -2.09064
C -2.35148 -1.49921 2.33030
S -0.76640 -4.03094 -0.83470
C 3.09047 3.50544 1.31505
H -4.30202 -3.37620 4.38154
H 2.61965 4.30671 4.59864
H 1.14306 -1.36537 -2.00891
O -1.39105 0.17192 0.89249
C 4.27277 -2.45580 -1.38233
H -3.68844 -5.10801 -2.77080
H -3.33672 3.27763 -5.03255
C 2.17776 2.44546 1.27793
C 1.42669 2.06612 2.39061
C 3.22983 4.18181 2.56562
H 2.36346 1.38459 -1.80864
Br 0.60310 2.19781 5.07911
C -2.24457 -3.78652 3.91151
H -0.20900 -3.95219 3.26162
C -2.76086 4.34103 -3.25762
C -3.42651 -3.06281 3.83057
C -2.69949 -4.68826 -2.59300
C 2.50300 3.79223 3.65505
C 3.77473 3.78327 0.12174
H -2.89041 -5.07429 -0.46983
C -1.12615 -3.37905 3.20277
C -2.13720 4.27203 -2.02249
```

Summary:
HOMO level, eV: -13.260
Relative energy (zero: lowest compared OMol25 entry of this formula, charge and spin), kJ/mol: 113.5
2S+1: 1
Net charge: +2
Lowest unoccupied orbital energy, eV: -7.637
HOMO-LUMO gap, eV: 5.6

Mulliken population analysis, charges in e, atoms 1 to 5: -0.3831 0.5322 -0.2386 0.4328 -0.2805

(2)
DFT (ωB97M-V/def2-TZVPD) results for C31H21Cl2I2N6O3W as an isolated structure at a distorted geometry.

Structure (XYZ):
```
66
Properties=species:S:1:pos:R:3
C 1.51632 -1.15187 -1.91016
H 2.27407 2.31974 -0.47820
O -2.83406 -3.51894 1.62326
H -1.50385 3.59742 -1.34702
C -1.90913 -2.77607 1.39104
C -0.44708 1.95849 -2.25846
H 2.16474 2.80374 5.43064
C 1.16449 1.64596 3.93698
H -3.97163 2.01412 -1.03960
C -0.63617 3.29433 -1.91990
N 0.30635 -1.36262 -1.37687
H 2.82926 -1.42537 -3.56915
H 3.10677 -4.08039 2.47139
H 2.31729 2.05147 -3.94937
C -3.19765 -0.87694 0.56802
C 1.73199 -2.66925 1.65648
C -0.24751 -4.43789 2.25912
H -1.12175 -3.08372 -3.87042
C -5.35482 0.73748 -0.03017
H 2.53169 0.02044 0.88066
H -1.08512 -5.08635 2.47262
C -0.50338 -3.21026 1.67831
I 0.01553 0.61288 5.30349
I 4.20965 4.71721 4.17610
H 2.82021 0.52884 -1.78136
N 0.46663 -2.33876 1.37253
C -4.09010 1.10666 -0.46631
H 3.37939 3.58142 1.40283
H -1.58889 -2.15736 -1.63065
C 2.07061 -3.86687 2.25179
C 1.84716 -1.63266 -3.16473
C -5.53740 -0.44539 0.67867
C 0.30099 4.22218 -2.34069
C 1.38628 3.78033 -3.08324
H 2.13604 4.46960 -3.44683
C 1.06314 -4.77237 2.55198
C 1.48334 2.42768 -3.36448
N 1.91470 0.24499 0.10806
W -0.26272 -0.43174 0.50424
C 2.48624 -0.28970 -1.14331
H 0.63007 1.86286 -0.05681
N -1.66191 0.55050 -0.57416
H 1.14759 -2.71969 -4.87308
H 2.49686 -1.94805 1.40562
N -1.96075 -1.51427 0.85042
O -2.31886 0.67456 -2.79308
H 1.29933 -5.72252 3.01185
C 1.05248 1.40464 2.57257
C -0.34595 -2.55346 -3.33795
C 2.07545 2.60653 4.37055
C 1.68221 1.72621 0.21968
C -4.46032 -1.26676 0.98605
C -3.01609 0.28463 -0.18457
H 3.36830 -0.88501 -0.89980
C 2.75941 3.04559 2.11151
C 2.86551 3.30462 3.47240
H -4.61954 -2.17192 1.54507
C -1.54952 0.98025 -1.91981
Cl -7.10872 -0.92396 1.20529
C 0.91115 -2.34598 -3.88585
Cl -6.68397 1.77343 -0.38952
N 0.59311 1.51977 -2.96019
C 1.85889 2.10279 1.65515
C -0.61640 -2.04653 -2.08901
H 0.18617 5.27198 -2.10470
O 0.18388 0.46931 2.11509
```

Summary:
HOMO level (spin up / spin down), eV: -10.208 / -10.399
Relative energy (zero: lowest compared OMol25 entry of this formula, charge and spin), kJ/mol: 0.0
2S+1: 1
Net charge: +1
Lowest unoccupied orbital energy (spin up / spin down), eV: -3.445 / -3.738
HOMO-LUMO gap (spin up / spin down), eV: 6.8 / 6.7

Mulliken population analysis, charges in e, atoms 1 to 5: 0.6706 0.7520 -0.6864 0.4680 0.2244

(3)
DFT (ωB97M-V/def2-TZVPD) results for C31H21N4O4SSeYb as an isolated structure at a distorted geometry.

Structure (XYZ):
```
63
Properties=species:S:1:pos:R:3
H -20.35920 -9.09158 9.41175
H -19.92937 -0.38497 9.56695
C -18.68904 -5.78632 6.83702
C -10.82358 -5.10601 7.00628
C -12.86556 -6.48123 7.02303
O -18.58601 -5.05130 7.93881
O -15.55713 -4.43001 8.41159
C -13.75088 -7.55292 12.10709
H -19.57459 -10.89234 7.87281
N -17.80998 -1.63846 7.28653
H -19.01432 1.80460 8.50279
H -16.63861 -5.28991 10.88386
N -17.24872 3.11713 7.05565
H -13.85063 1.07005 3.84859
H -11.18522 -6.76257 5.73357
C -16.12472 -0.76414 5.75843
H -13.41192 -1.35284 3.07031
C -17.26524 -0.55177 6.67272
C -15.77189 -5.88101 11.22110
N -15.80491 -2.00380 5.36635
C -16.91965 1.86780 6.70003
H -12.79712 -7.11436 10.24022
C -19.38204 -9.86054 7.59166
H -17.70442 -7.90540 5.42785
S -15.05278 -5.90806 8.60594
H -19.19735 -2.53411 8.52689
C -11.58873 -6.16693 6.52105
Yb -16.98424 -3.84246 6.71492
C -13.68895 -7.01094 10.82079
H -16.51243 -6.01664 13.23968
C -11.37474 -4.34026 8.10055
C -14.77990 -2.18275 4.50346
C -19.92837 -8.83535 8.41635
C -20.11182 -7.57534 7.88630
O -18.34398 -5.28568 5.71108
C -18.76512 -1.59290 8.20699
H -17.97316 -10.38682 6.08904
H -10.74361 -3.53452 8.51077
H -9.84671 -4.92694 6.61431
C -18.50006 -9.49953 6.55981
H -14.51917 -3.23092 4.29016
H -13.48623 -7.21536 6.59588
C -14.75844 -6.25829 10.37320
H -13.01284 -8.23460 12.42060
O -21.05969 -6.70693 8.28639
C -14.10789 -1.13696 3.87739
Se -15.99331 4.20435 6.24732
C -19.25844 -0.34493 8.70348
C -14.37971 0.19876 4.32455
H -14.79528 -7.48158 14.04903
C -12.61405 -4.59034 8.60235
C -18.41875 -8.15106 6.24218
C -18.69719 0.80748 8.16897
C -15.77203 -6.33565 12.55194
H -21.69505 -7.05941 8.91316
N -15.11085 2.88209 5.39986
C -19.14793 -7.18168 6.95439
C -13.37161 -5.71195 8.08710
C -15.72736 1.75177 5.76507
C -14.74917 -7.19758 12.99143
C -15.36194 0.38717 5.27496
H -13.21872 -3.97154 9.25293
C -17.72201 0.74839 7.12681
```

Summary:
<S²>: 0.75
HOMO level (spin up / spin down), eV: -13.163 / -13.163
2S+1: 2
Net charge: +2
Lowest unoccupied orbital energy (spin up / spin down), eV: -6.429 / -7.231
HOMO-LUMO gap (spin up / spin down), eV: 6.7 / 5.9

Mulliken population analysis, charges in e, atoms 1 to 5: 0.3753 0.4158 1.0893 -0.4264 -0.4498

> Among the records above, which one has the highest 2S+1?

C31H21N4O4SSeYb

> The highest 2S+1 belongs to which entry?

C31H21N4O4SSeYb